1.
84
Properties=species:S:1:pos:R:3:forces:R:3:mulliken_charge:R:1 method="wB97M-V/def2-TZVPD" de_lowest_kj_mol=321.2 orbital_gap_ev=10.176 total_charge=0 smiles="O=C1CCCO1.O=C1CCCO1.O=C1CCCO1.O=C1CCCO1.O=C1CCCO1.O=C1CCCO1.O=C1CCCO1" homo_energy_ev=-9.9 multiplicity=1 lumo_energy_ev=0.247
O -1.2318 -7.5105 -1.9003 -0.64 0.46 -0.22 -0.576
C -1.5174 -6.3482 -2.0388 1.59 -1.21 1.23 0.470
O -1.6132 -5.7813 -3.2401 0.38 -1.77 -1.25 -0.364
C -1.8731 -4.4307 -3.2053 -0.64 1.54 1.21 -0.360
C -1.4903 -4.0138 -1.7915 -0.62 0.39 1.67 0.128
C -1.5991 -5.3094 -0.9252 0.42 0.36 -1.53 -0.498
H -2.9454 -4.3141 -3.3626 0.05 0.46 -0.40 0.288
H -1.2504 -3.8590 -3.8934 -0.35 -0.39 -0.44 0.252
H -2.1346 -3.2580 -1.3425 -0.08 0.23 -0.42 0.126
H -0.4865 -3.5890 -1.7959 0.13 -0.30 0.20 -0.016
H -2.5264 -5.5038 -0.3865 -0.07 0.51 0.01 0.307
H -0.7539 -5.4127 -0.2447 -0.17 -0.25 -0.07 0.270
O 6.2335 2.6184 -2.0213 -2.48 0.23 -1.33 -0.616
C 5.1417 2.8631 -2.5344 2.14 -0.27 2.73 0.515
O 3.9772 2.6431 -1.8222 -0.21 0.76 -0.20 -0.284
C 2.8962 3.3638 -2.4795 0.69 -0.38 -2.38 0.016
C 3.3627 3.2776 -3.9585 -1.15 0.74 -0.07 -0.659
C 4.8749 3.5020 -3.8588 -0.97 -1.25 -0.02 -0.443
H 2.8490 4.4317 -2.2665 0.26 -0.10 0.87 0.309
H 1.9000 2.9262 -2.4151 0.41 -0.37 0.86 -0.035
H 2.7763 3.9747 -4.5570 0.39 0.48 -0.05 0.453
H 3.0447 2.3301 -4.3935 0.62 -0.40 0.21 0.262
H 5.1850 4.5440 -3.7804 0.03 -0.06 -0.38 0.272
H 5.4271 2.8930 -4.5746 0.22 0.63 -0.23 0.269
O -3.2821 1.4975 4.6304 -3.65 -2.79 -1.00 -0.528
C -4.2714 0.7472 4.4585 1.77 1.92 0.62 0.522
O -5.5644 1.2036 4.5727 2.30 2.54 0.07 -0.362
C -6.4940 0.2408 4.8347 -0.90 -1.95 0.54 -0.405
C -5.6845 -1.0481 4.9935 1.27 -1.14 -0.75 -0.581
C -4.3914 -0.7745 4.1914 0.88 1.80 0.68 -0.342
H -7.2387 0.2813 4.0398 -0.08 -0.47 0.00 0.344
H -6.9771 0.3895 5.8005 -0.22 0.56 -0.11 0.246
H -6.1546 -2.0051 4.7670 -0.29 0.30 -0.30 0.379
H -5.3053 -1.1715 6.0080 -0.41 0.29 0.28 0.273
H -4.3664 -0.8847 3.1073 -0.40 -0.32 0.00 0.191
H -3.4470 -1.1268 4.6061 -0.28 -0.72 -0.06 0.293
O 5.4213 -3.5923 -1.6900 -1.59 2.13 0.09 -0.610
C 4.9014 -2.4952 -1.5216 1.48 -0.32 -0.08 0.490
O 5.4951 -1.5675 -0.7331 1.10 -0.24 -0.16 -0.371
C 4.7915 -0.3189 -0.5801 -0.97 -1.10 -0.02 -0.155
C 3.3541 -0.7076 -1.0534 0.92 0.15 0.58 0.287
C 3.6348 -1.8294 -2.0648 -0.28 -0.80 0.51 -0.383
H 5.1972 0.5235 -1.1403 0.41 -0.41 -0.11 -0.048
H 4.9180 -0.1541 0.4899 -0.48 0.54 -0.10 0.250
H 2.7765 0.1592 -1.3746 0.01 -0.25 -0.20 -0.082
H 2.8733 -1.1646 -0.1885 -0.31 0.08 -0.03 0.154
H 3.7974 -1.5044 -3.0924 -0.02 -0.02 0.02 0.359
H 2.8861 -2.6200 -2.0153 -0.27 0.21 -0.45 0.089
O 0.4257 1.2570 -1.2913 -0.45 0.18 0.73 -0.549
C -0.2865 0.9558 -0.3570 0.11 -0.58 0.20 0.286
O -0.6849 1.8043 0.6027 0.56 1.24 -1.56 -0.395
C -1.5150 1.1971 1.5850 0.76 -0.78 0.96 0.223
C -2.0378 -0.0395 0.9063 -0.84 -0.51 -1.19 -0.645
C -0.8951 -0.4057 -0.0638 -0.74 -0.20 0.47 0.080
H -2.2564 1.8984 1.9679 0.16 -0.01 -0.23 0.360
H -0.7960 0.9340 2.3607 -0.63 -0.05 0.44 -0.388
H -2.9036 0.2002 0.2890 -0.17 0.33 -0.05 0.327
H -2.3972 -0.8658 1.5196 0.52 0.16 0.38 0.360
H -1.2322 -0.8833 -0.9838 0.04 0.08 0.02 -0.092
H -0.2479 -1.1079 0.4616 0.60 0.28 -0.20 0.303
O -0.1229 -0.3645 4.0951 2.69 2.02 1.55 -0.647
C 0.5524 0.5333 4.6523 -3.12 -1.48 -1.91 0.714
O 0.0155 1.7609 4.6827 -0.61 1.26 0.87 -0.311
C 0.6639 2.6966 5.6165 0.83 -0.54 -1.27 -0.406
C 1.8485 1.8652 6.1348 1.29 0.77 -0.21 -0.468
C 1.8567 0.5141 5.3615 -0.43 0.11 1.19 -0.493
H 0.0463 3.2162 6.3491 -0.76 -1.24 0.23 0.288
H 0.9758 3.5709 5.0452 0.36 -0.32 -0.52 0.261
H 1.9397 1.8982 7.2205 -0.39 -0.77 -0.01 0.350
H 2.7660 2.3627 5.8207 0.01 0.22 0.04 0.220
H 1.8178 -0.3805 5.9830 0.41 0.06 0.09 0.266
H 2.7057 0.4686 4.6794 -0.21 -0.19 -0.04 0.247
O -3.7233 0.5190 -4.0158 0.18 0.27 -0.14 -0.677
C -2.5341 0.7809 -4.0819 -6.91 3.33 -0.42 0.458
O -1.6998 -0.0957 -3.8661 2.73 -5.29 0.84 -0.377
C -0.3968 0.2323 -4.1410 2.03 2.32 0.03 0.132
C -0.5164 1.7843 -4.5384 0.65 0.03 0.67 -0.151
C -1.9937 2.1548 -4.2754 1.35 -0.71 -0.56 -0.422
H 0.0640 -0.3660 -4.9270 -0.54 -0.05 -0.31 0.360
H 0.1812 0.0234 -3.2407 0.09 0.45 -0.01 -0.146
H -0.1743 1.9157 -5.5650 -0.19 0.19 0.07 0.447
H 0.0195 2.4570 -3.8687 0.77 -0.45 -0.22 -0.168
H -2.4745 2.7377 -5.0611 -0.10 -0.30 0.15 0.325
H -2.1063 2.6553 -3.3137 0.00 0.15 -0.09 0.233

---

2.
91
Properties=species:S:1:pos:R:3:forces:R:3:mulliken_charge:R:1 method="wB97M-V/def2-TZVPD" de_lowest_kj_mol=506.0 orbital_gap_ev=10.716 total_charge=0 smiles="C[C@H]1COC(=O)O1.C[C@H]1COC(=O)O1.C[C@H]1COC(=O)O1.C[C@H]1COC(=O)O1.C[C@H]1COC(=O)O1.C[C@H]1COC(=O)O1.C[C@H]1COC(=O)O1" homo_energy_ev=-10.7 multiplicity=1 lumo_energy_ev=0.035
C -14.9071 -7.4981 0.5747 0.66 -1.75 -1.24 -0.885
C -14.9047 -8.3046 -0.8351 0.21 2.08 1.89 0.463
C -13.8823 -9.4452 -0.9427 -1.13 -0.32 -0.14 -0.170
O -14.7352 -10.5991 -0.9044 -0.59 -0.54 -0.65 -0.399
C -16.0608 -10.2808 -0.9948 -0.36 -0.49 3.27 0.565
O -16.9460 -11.0635 -0.6770 1.81 2.11 -1.95 -0.531
O -16.1535 -8.9005 -1.0649 -1.12 -1.69 -0.57 -0.430
H -13.8970 -7.6328 0.9615 0.14 0.57 -0.09 -0.090
H -15.5166 -7.9878 1.3342 -0.47 0.08 -0.30 0.379
H -15.1611 -6.4489 0.4238 -0.03 -0.21 0.14 0.344
H -14.8030 -7.5110 -1.5753 0.34 -0.32 -0.31 0.248
H -13.2183 -9.5687 -0.0872 0.19 0.43 -0.27 0.233
H -13.3813 -9.4357 -1.9106 0.31 0.01 0.19 0.252
C -8.2161 -5.1203 1.6560 0.47 1.04 1.93 -0.929
C -8.1833 -4.5404 3.1659 0.91 -0.59 -1.81 0.277
C -6.8160 -4.1192 3.7267 -0.06 -1.77 0.09 -0.348
O -7.0275 -2.8660 4.2925 0.69 0.14 0.83 -0.343
C -8.1865 -2.3788 3.8487 2.36 5.02 1.37 0.685
O -8.4330 -1.1963 4.0048 -0.79 -1.92 -0.20 -0.609
O -8.7844 -3.2453 3.1495 -3.76 -1.97 -2.29 -0.319
H -7.7728 -6.1062 1.5159 -0.35 -0.20 0.59 0.471
H -7.5717 -4.4827 1.0507 -0.40 0.37 -0.12 0.454
H -9.2590 -5.0949 1.3402 0.20 -0.06 -0.26 -0.280
H -8.7160 -5.2059 3.8451 -0.17 0.14 -0.03 0.321
H -6.0855 -4.0517 2.9206 0.29 -0.14 0.25 0.282
H -6.5716 -4.7945 4.5467 0.69 -0.10 -0.37 0.312
C -13.8456 -4.3339 2.3944 -2.09 0.06 1.49 -1.888
C -12.4299 -4.6107 2.1922 1.69 -1.03 -0.11 0.815
C -11.6244 -5.0792 3.4190 -0.57 1.40 0.59 -0.228
O -11.1380 -6.3335 3.1288 0.99 -2.71 -0.70 -0.405
C -11.4979 -6.7605 1.8948 -0.32 0.24 -0.63 0.583
O -11.3267 -7.8271 1.3604 0.23 1.00 1.20 -0.569
O -12.1225 -5.7492 1.2715 -0.89 1.55 -0.14 -0.113
H -14.5016 -5.1705 2.6350 -0.01 -0.50 -1.08 0.348
H -14.2575 -3.5832 1.7199 -0.18 -0.56 -0.26 0.406
H -13.9731 -3.9002 3.3862 0.56 0.78 0.17 0.465
H -12.0566 -3.6510 1.8346 0.85 -0.50 -0.58 0.178
H -12.2191 -5.1949 4.3251 -0.19 0.36 -0.02 0.422
H -10.7876 -4.4070 3.6089 -0.14 0.03 0.09 0.053
C -10.5476 -4.7328 -1.5619 -0.93 -1.66 -0.15 -1.169
C -10.8004 -5.5127 -2.8993 2.62 0.94 2.63 0.849
C -11.8644 -6.5898 -3.0333 0.74 -0.32 1.43 0.166
O -12.4197 -6.2735 -4.2801 -0.70 0.37 -1.87 -0.355
C -11.9221 -5.0976 -4.7467 -1.52 2.28 -2.40 0.671
O -12.2067 -4.4736 -5.7971 0.62 -2.90 3.14 -0.695
O -11.1495 -4.5673 -3.8179 -0.82 1.73 -2.22 -0.399
H -11.4615 -4.5722 -0.9901 -0.10 -0.33 0.08 0.135
H -10.1075 -3.7392 -1.6465 0.40 -0.38 -0.62 0.362
H -9.8969 -5.4543 -1.0677 0.08 0.54 0.80 0.317
H -9.7793 -5.7669 -3.1837 -0.11 -1.10 -0.15 0.161
H -12.5589 -6.5555 -2.1939 -0.65 0.57 -0.25 -0.369
H -11.5386 -7.6294 -2.9988 0.56 0.18 -0.51 0.326
C -5.0619 -10.2678 -6.4642 0.23 1.21 0.21 -1.388
C -6.3933 -9.5558 -6.6033 -0.84 -3.38 0.66 0.704
C -7.4505 -10.6147 -6.3193 -0.60 -1.64 -0.03 -0.497
O -8.2468 -10.0890 -5.3064 -1.77 1.70 1.72 -0.345
C -7.8065 -8.8504 -4.9675 -2.10 1.98 -0.66 0.662
O -8.4344 -7.9162 -4.4661 1.21 -2.90 -0.18 -0.610
O -6.6022 -8.6929 -5.4864 1.50 1.37 -0.81 -0.354
H -4.9879 -10.8376 -5.5379 -0.33 0.28 0.25 0.373
H -4.3781 -9.4227 -6.3848 0.94 -0.60 -0.49 0.355
H -4.8927 -11.0208 -7.2340 0.23 0.60 -0.42 0.381
H -6.7019 -9.2331 -7.5977 0.80 1.37 0.30 0.177
H -7.0892 -11.5509 -5.8937 0.52 -0.09 -0.32 0.290
H -8.1004 -10.8765 -7.1542 0.10 0.25 -0.18 0.281
C -11.5670 -5.4296 -9.6773 1.13 1.69 -1.83 -1.297
C -10.0542 -5.5135 -9.4153 -0.07 0.42 -0.22 0.150
C -9.6838 -5.3213 -7.9630 -0.61 -2.25 -0.60 0.101
O -8.7493 -6.4464 -7.8039 0.46 1.33 1.14 -0.298
C -8.7712 -7.2719 -8.8443 -3.38 1.71 -0.42 0.568
O -8.3371 -8.3498 -8.8804 2.00 -2.46 -0.07 -0.515
O -9.6383 -6.8016 -9.8010 1.09 -0.98 0.80 -0.399
H -11.7669 -5.8316 -10.6706 -0.02 -0.57 0.18 0.366
H -11.7566 -4.3787 -9.8960 -0.51 0.27 0.63 0.354
H -12.2610 -5.8286 -8.9375 0.52 -0.03 0.16 0.350
H -9.2653 -4.8818 -9.8236 -1.18 0.86 -1.64 0.343
H -10.6388 -5.5488 -7.4894 0.67 0.35 1.39 -0.152
H -9.2159 -4.3501 -7.8020 -0.12 -0.40 0.55 0.330
C -14.4424 -2.7832 -3.9284 -0.27 1.43 -0.03 -1.386
C -14.9769 -1.8008 -5.0405 1.25 -1.36 2.18 0.366
C -14.1697 -1.7890 -6.2910 -0.20 1.75 -0.01 0.047
O -15.2296 -1.7471 -7.2911 1.52 -0.09 -1.51 -0.360
C -16.3584 -2.2498 -6.8076 -1.90 -1.92 -1.40 0.695
O -17.3189 -2.6959 -7.4732 3.34 2.03 2.76 -0.585
O -16.1805 -2.2821 -5.4721 -3.97 -1.42 0.10 -0.393
H -14.2717 -3.7952 -4.2954 -0.05 0.22 -0.16 0.239
H -15.1126 -2.8032 -3.0690 -0.46 -0.13 -0.28 0.446
H -13.5459 -2.3610 -3.4744 0.44 -0.13 -0.39 0.393
H -15.1181 -0.7930 -4.6499 0.02 0.03 0.23 0.310
H -13.4403 -2.5976 -6.3385 -0.36 -0.11 -0.69 -0.024
H -13.7205 -0.7961 -6.2693 0.62 -0.31 -0.78 0.306